The following is a quantum chemistry calculation of C36H32Cl2N7O4S6Ta as an isolated structure, from OMol25.

Summary:
largest force on an atom = 0.923 eV Å⁻¹
ΔE to the lowest compared entry with this formula, charge and spin = 28.68 kcal/mol
frontier orbital gap = 6.3 eV

```
88
Properties=species:S:1:pos:R:3:forces:R:3:mulliken_charge:R:1
H -3.178423 2.801718 -0.425643 0.02 0.07 -0.02 0.2978
C 1.886630 -4.225716 3.722343 -0.01 -0.04 -0.01 -0.2746
C -1.926144 3.702548 -1.912525 -0.06 -0.11 0.07 0.4948
H -1.666096 -6.625311 2.444677 0.01 0.07 -0.08 0.3571
H 3.645216 4.592596 -1.696697 -0.08 -0.02 -0.06 0.3452
H -3.038551 -3.357468 -0.791281 -0.01 -0.04 -0.03 0.0425
H 2.867326 2.077180 4.352818 0.07 0.03 0.03 0.2297
O -0.349707 0.360396 -1.639294 -0.01 0.50 0.12 -0.8881
O 0.717270 -1.403236 1.797368 -0.01 0.20 -0.67 0.0173
C 3.729592 0.312033 -1.632360 -0.02 0.50 -0.30 -0.4539
O 7.100095 -0.597363 -3.123695 -0.27 0.03 0.16 -0.5748
C -2.060576 6.107353 -2.043829 0.00 0.10 0.00 -0.5627
C 0.992668 -2.650810 1.991017 0.00 0.12 0.15 -0.6127
N 0.575143 -3.652636 1.277049 0.04 -0.13 0.06 -0.0393
H -4.537853 0.602634 2.408815 0.02 -0.04 -0.08 0.4989
H -1.729080 7.025942 -2.516359 0.00 -0.09 0.06 0.4893
H -2.267621 1.742576 -2.712141 0.02 -0.01 -0.06 0.5497
H 1.351161 -5.028232 3.228953 0.04 0.05 0.04 0.3603
C -2.712432 0.168378 1.369031 -0.05 0.02 0.14 1.0001
C 3.253090 -2.134051 4.945667 -0.01 -0.03 0.00 -0.8938
C -2.994703 -4.338342 -1.269160 -0.02 0.01 0.02 -0.7014
H -3.407233 7.073582 -0.684459 0.03 -0.06 -0.02 0.3794
H 3.935513 -3.609423 6.349069 -0.05 0.01 -0.08 0.3833
Cl 1.111592 5.144288 -0.852783 -0.19 0.04 -0.08 -0.1720
S 2.271364 1.213105 -1.409133 -0.24 -0.33 0.37 0.2296
N 1.966581 1.647692 4.440052 0.09 -0.02 -0.07 -0.3076
C -1.720323 -5.724005 1.827877 0.00 0.11 -0.12 -1.0007
H 0.250227 -6.002747 1.005268 0.07 0.00 0.01 0.4092
C 3.579970 4.191957 -3.804424 0.12 -0.03 0.04 -0.3879
C -1.512917 4.905191 -2.478538 0.25 -0.08 -0.04 -0.5181
C 4.007018 -0.784351 -0.936574 0.15 -0.40 0.33 0.6347
S 4.900584 0.830538 -2.826238 0.00 0.04 0.00 -0.0311
C 2.755164 4.079612 -4.909180 0.01 -0.03 -0.06 -0.7487
H -0.764681 2.451238 -3.265296 0.00 0.05 -0.04 0.2742
H -4.114178 4.941255 0.379866 0.06 -0.01 -0.06 0.4321
C -0.076816 -3.552251 0.104889 -0.05 -0.06 -0.15 0.6629
H 3.152107 3.809809 -5.878971 -0.03 0.02 0.03 0.4199
C 0.789171 4.656223 -3.551721 -0.10 -0.05 0.05 -0.6558
C 2.650211 -4.465554 4.853410 0.01 0.04 0.02 -0.7696
C 2.481031 -1.889755 3.819762 0.05 0.05 0.03 -0.0346
S 2.948437 -1.384407 0.283040 -0.58 0.34 -0.12 -0.3787
H -2.752430 -5.601677 1.491173 0.07 -0.01 0.05 0.3181
H -0.986685 4.870645 -4.471588 -0.06 0.01 -0.20 0.2381
H -1.085381 -4.131458 -2.238692 0.11 0.07 -0.07 0.4902
N -0.574406 4.927894 -3.559766 0.27 0.11 0.31 0.0205
H -5.958056 -0.004087 0.441667 0.10 0.00 -0.01 0.4408
C -2.861826 3.738203 -0.879409 -0.03 -0.02 0.01 -0.1518
H 4.645714 4.018907 -3.893288 -0.09 0.00 0.01 0.5704
C -1.425082 2.367607 -2.401373 -0.04 0.01 0.17 -0.8413
Cl 0.399995 4.131449 -6.195895 0.01 0.01 0.03 -0.2943
N 0.033171 0.996690 3.491035 -0.05 -0.15 0.07 -1.6364
N -0.742804 -4.666494 -0.251841 -0.11 -0.03 0.12 0.1138
H -2.297514 0.730248 3.457711 -0.02 0.03 0.06 0.3682
H -1.488190 -5.783915 -1.824814 0.03 -0.05 -0.02 0.4308
C -0.675186 1.570443 -1.373563 0.08 -0.31 0.19 1.2188
H -4.814809 -0.757889 -1.660300 0.05 0.02 0.06 0.5301
H -3.510787 -4.277525 -2.231309 0.04 -0.02 0.08 0.3915
N -0.604409 0.664199 2.337025 0.55 0.09 -0.36 1.1938
H 1.475076 1.687086 5.316647 -0.02 0.03 -0.03 0.2500
S 5.516263 -1.603005 -1.264487 0.04 0.01 -0.02 -0.1557
H -1.040525 -6.691589 0.025625 0.01 -0.04 -0.06 0.4197
C 1.266817 1.356002 3.317640 0.17 0.28 0.10 0.4479
H 2.714649 -5.466526 5.262179 0.00 0.03 -0.02 0.4197
H -1.453401 -4.866891 2.446401 -0.01 -0.03 0.01 0.2124
S 2.095942 1.531454 1.806031 -0.18 -0.29 -0.26 -0.3764
H 3.794704 -1.321036 5.415597 -0.04 -0.04 -0.04 0.4128
H -2.329015 -0.894458 -1.672190 -0.05 0.02 0.09 0.8621
C 6.061682 -0.480654 -2.528402 0.25 -0.03 -0.13 0.4454
C -2.864701 -0.561625 -0.789763 0.05 -0.09 -0.05 -0.5642
C -0.761588 -5.842134 0.645087 -0.06 0.20 -0.03 -0.6627
Ta 0.772264 -0.030574 0.233379 -0.09 0.42 0.27 0.9946
H 2.420526 -0.894428 3.398359 0.03 -0.10 0.04 0.2707
C 3.023472 4.512872 -2.581057 0.11 -0.01 0.02 -0.9667
C 1.798096 -2.935392 3.204733 -0.04 -0.01 -0.01 0.7213
C 3.335071 -3.419540 5.465316 -0.02 -0.02 -0.01 -0.4203
N -2.108293 -0.245245 0.260597 0.16 -0.02 -0.06 0.8275
O -0.353448 2.022366 -0.247405 0.59 -0.71 -0.01 -0.4279
C 1.663831 4.741278 -2.449633 -0.20 0.00 -0.14 1.0871
C -1.542731 -4.753416 -1.478741 0.03 0.07 0.20 -0.9692
S -0.056247 -2.207769 -0.973695 0.01 -0.24 0.13 -0.4070
C 1.401355 4.301544 -4.772449 -0.07 -0.01 0.09 0.7647
C -1.855077 0.541187 2.486178 -0.66 -0.06 -0.17 -1.2217
C -3.389967 4.936553 -0.427579 0.02 -0.03 -0.02 -0.9015
C -2.994505 6.129829 -1.021762 0.01 -0.03 -0.02 -0.5600
C -4.876533 -0.070381 0.386356 -0.10 0.03 0.07 -0.4884
C -4.248753 -0.487254 -0.777308 0.00 -0.01 -0.02 -1.2179
C -4.096370 0.260929 1.479125 -0.14 0.04 0.07 -1.0392
H -3.529735 -5.054613 -0.642222 0.03 0.05 -0.03 0.3399
```
Positions in Å, forces in eV/Å.

---

The following is a quantum chemistry calculation of C36H32FN8O4RhS2 as an isolated structure, from OMol25.

Summary:
largest force on an atom = 1.376 eV Å⁻¹
ΔE to the lowest compared entry with this formula, charge and spin = 26.82 kcal/mol
2S+1 = 5
frontier orbital gap (alpha / beta) = 5.8 / 6.1 eV

```
84
Properties=species:S:1:pos:R:3:forces:R:3:mulliken_charge:R:1
H -3.681468 0.749051 -6.121139 -0.30 -0.02 0.73 0.2321
N 1.600628 1.576777 1.017010 0.11 0.30 0.28 -0.8869
C -1.184446 -0.771610 3.758646 0.13 -0.17 -0.23 -0.6345
C -2.893554 3.694034 -7.584418 -0.10 -0.18 -0.06 -0.7496
O -0.324281 -3.785435 -2.479110 -0.05 0.21 0.11 -0.7543
N -2.422128 0.510554 -0.884152 0.04 -0.07 0.10 -0.1263
H -2.916327 -1.846745 -7.224015 0.01 -0.06 -0.01 0.1751
H -2.664542 4.629534 -8.095887 0.03 0.04 -0.01 0.4294
C -3.726130 1.515358 -2.851935 -0.45 0.49 -0.17 0.1317
C -0.895454 2.627639 -5.604495 -0.05 -0.06 0.14 0.7443
C -2.981551 0.931851 -1.792841 -0.27 0.06 -0.36 0.2753
H 3.904466 -1.096574 2.561870 -0.04 0.03 -0.05 0.3873
C -1.305293 1.981198 -6.793860 -0.19 0.05 -0.16 -0.6124
H -2.039415 -0.635052 5.712622 0.01 0.02 -0.07 0.4166
C -3.313446 1.262360 -9.219925 -0.04 0.11 0.14 -0.6899
C -1.786989 -0.099675 4.803938 -0.04 0.04 0.11 -0.5037
S 2.373128 -0.609876 -0.386991 -0.27 0.35 0.25 -0.2570
C 2.396800 0.112018 5.899783 -0.03 0.05 0.01 -0.4940
C -0.795970 -2.268911 -7.014506 -0.21 -0.06 0.11 -1.0544
C 2.843630 1.033564 4.965470 0.01 -0.01 -0.04 -0.4792
N -1.832299 2.712920 -7.845446 0.17 0.17 0.04 -0.0063
C -0.649848 2.008592 1.329060 -0.03 0.53 0.11 0.4451
O 0.109868 0.456595 -2.274593 -0.29 0.31 0.06 -0.7740
O -0.343977 -0.839296 1.573193 -0.16 0.01 -0.50 -0.6357
N -4.938833 3.781275 -2.516856 0.23 -0.35 -0.03 -0.4549
C 3.477164 -0.748645 3.493242 -0.02 0.04 0.03 -0.2014
C -1.137839 0.607212 -6.850389 -0.05 -0.13 -0.27 0.3615
H -1.121093 3.416962 -0.195951 -0.01 0.00 0.04 0.3296
C -4.392861 2.772884 -2.639533 -0.12 0.07 0.05 -0.0680
Rh -0.211495 -0.225992 -0.308470 0.97 -0.65 0.51 0.2895
O -0.664409 -2.074611 -1.083416 -0.07 -0.35 0.05 -0.6370
H 3.066679 -2.732498 4.193192 0.00 0.08 0.02 0.3915
C -1.997503 2.077391 -9.135877 -0.19 -0.05 0.05 -1.0572
C -1.196117 3.325616 0.890223 0.11 -0.07 0.05 -1.6453
C 2.476919 -1.247758 5.628773 -0.04 -0.04 0.00 -0.4463
N -0.572649 -1.500952 -5.781465 -0.09 -0.14 -0.07 0.1888
H 1.977875 0.457650 6.838545 0.01 -0.02 -0.07 0.3817
H -0.618995 4.151259 1.327698 -0.05 0.01 -0.05 0.3484
H -2.940785 3.904785 -6.523147 0.05 -0.02 0.07 0.3649
C 3.914407 1.687292 2.814705 -0.01 -0.07 -0.17 -0.9134
C -1.737071 1.940997 3.546554 0.05 0.09 -0.07 -1.0482
C -2.248119 -2.710093 -7.163547 0.07 0.12 0.04 -0.9003
C -0.421792 -2.181578 -4.625060 0.09 -0.02 -0.23 -0.3861
C -4.262079 3.148984 -8.066712 0.20 -0.18 0.02 -0.6808
C -0.266461 -1.619907 -3.397175 -0.25 0.05 0.26 -0.0991
H -0.212964 2.455075 -3.598030 -0.03 0.00 -0.05 0.5232
C -2.080937 1.259390 4.692570 -0.05 -0.04 0.11 -0.6943
H -5.046690 3.445224 -7.372171 0.00 0.02 -0.01 0.3752
C -3.867701 1.000429 -4.094790 0.69 0.13 0.84 0.5304
H -0.478441 -1.669863 -7.861939 0.12 0.03 -0.03 0.4367
C -1.070813 1.299293 2.485568 0.12 -0.41 -0.15 0.6657
H -0.144017 -3.137605 -6.974631 0.07 -0.03 0.03 0.5389
H -2.370924 -3.313404 -8.064099 0.00 0.04 0.02 0.3838
H -3.783162 1.445329 -10.191807 0.01 -0.02 -0.08 0.4324
S 4.199744 1.209776 1.082887 -0.11 -0.26 0.20 -0.1263
H -1.426741 0.089842 -7.755641 0.02 0.05 0.15 0.0535
C -0.489884 1.937413 -4.508782 -0.01 0.01 0.10 -1.3186
C -0.164403 -0.198902 -3.306485 0.14 -0.20 -0.26 1.5306
N -4.188546 1.682319 -8.115815 0.19 -0.03 0.16 -0.2687
H -2.547449 -3.310702 -6.304101 -0.03 0.00 -0.03 0.3716
H -2.564857 1.782038 5.509753 0.03 -0.03 -0.05 0.4021
H 3.245180 2.543437 2.810140 -0.03 0.04 0.10 0.3091
C -0.426012 0.534217 -4.537662 0.06 -0.07 0.01 0.6458
F -0.918441 3.970648 -5.559793 -0.01 0.14 -0.05 -0.4182
N -4.063836 0.554201 -5.161438 -0.11 -0.08 -1.37 -0.3599
C 3.010849 -1.673497 4.421977 0.03 0.02 -0.03 -0.6148
C -0.393201 -2.590373 -2.222014 0.11 0.08 -0.01 0.2630
H -4.512873 3.563604 -9.050276 -0.02 0.02 -0.04 0.3178
H -2.016198 2.875037 -9.879450 0.01 0.02 -0.02 0.4175
C 3.394995 0.614745 3.754445 0.01 0.04 -0.04 0.5985
H -1.934617 3.005450 3.474324 0.01 -0.07 -0.01 0.3909
C -0.691699 -0.125463 -5.742031 0.08 0.06 0.08 -0.1817
H -0.436574 -3.264526 -4.684669 -0.01 0.03 0.00 0.5975
H -3.135519 0.189138 -9.134149 0.01 -0.01 -0.01 0.3657
H 2.769775 2.096174 5.177157 -0.02 -0.06 -0.01 0.3603
C -0.831071 -0.111289 2.578498 -0.09 0.36 0.09 0.9084
H 4.899533 2.025112 3.144368 0.00 0.04 0.00 0.4584
H -1.130396 1.458012 -9.355044 0.02 0.01 -0.04 0.4295
N 0.383937 1.452848 0.563490 0.06 -0.44 -0.09 0.9679
H -0.979678 -1.834792 3.807539 -0.03 0.05 0.03 0.4957
H 2.115535 -1.970215 6.352837 0.03 0.05 -0.06 0.3968
H -5.113642 1.294855 -8.252520 -0.02 0.00 0.01 0.2670
H -2.239430 3.440097 1.186320 0.03 0.02 -0.02 0.4319
C 2.561148 0.762722 0.580745 -0.12 -0.03 -0.26 0.4205
```
Positions in Å, forces in eV/Å.